1 | The following is a quantum chemistry calculation of an isolated ion of composition C48H73N16O8 and charge +1, from the OMol25 dataset.

```
! wB97M-V def2-TZVPD RIJCOSX def2/J DEFGRID3
* xyz 1 1
H 7.263 1.631 -0.430
C 5.508 -0.319 -0.780
H -6.537 2.934 3.080
H 6.650 3.609 1.371
C -5.630 1.337 2.026
H 3.644 2.964 -1.983
H 0.196 1.548 -3.218
H -4.253 1.250 -4.521
C 0.771 -0.433 4.518
H -4.883 -4.159 -3.314
N 0.294 1.996 0.465
H 5.418 -0.035 -3.680
C -4.899 3.727 1.936
H -1.532 1.039 0.233
C 3.650 2.470 1.229
H -0.973 -3.758 0.607
N 4.592 -1.126 -0.023
C -1.780 2.630 1.658
C -2.998 4.376 0.259
H -4.442 -0.493 -4.771
N -3.960 0.616 -0.905
O 3.573 0.802 -1.642
H 0.784 -6.135 1.366
H -4.113 3.401 2.613
H 9.420 -1.134 -3.184
H -1.871 -0.238 3.682
O -2.034 -2.148 1.802
H 4.309 -1.258 -3.072
N 5.384 2.097 -1.286
H 7.016 3.294 -0.949
H -0.784 -4.641 -1.706
H 7.569 0.428 -2.544
H -2.023 1.881 -4.215
H -6.005 -0.297 1.067
C 5.356 -1.029 -3.243
C 7.598 -0.599 -2.172
H -1.529 -5.828 -0.638
N -4.507 2.564 -0.264
H -2.875 -1.047 0.307
H -6.576 1.590 -3.800
H -1.135 -2.135 -1.519
N -6.624 0.658 -3.403
H 6.022 1.960 1.619
O -0.040 -1.226 3.675
H 8.368 -2.505 -2.841
C -5.286 -3.724 -2.448
O -4.694 0.908 2.660
H -3.572 -0.751 1.907
C -0.339 -0.297 -2.277
H -0.715 0.770 1.799
C -6.338 -2.638 -0.271
H 7.979 -1.392 -4.157
H -1.585 -1.348 5.048
H -2.744 2.193 1.902
C 2.874 -2.120 0.803
C -3.181 -1.523 1.240
H 3.449 4.555 -0.259
H 2.236 -1.797 3.744
H -3.107 -2.471 3.550
C -0.610 -5.286 -0.848
H 1.503 0.200 -1.830
N 3.893 1.583 2.186
H -5.970 3.029 -1.741
C -2.844 0.054 -3.458
C -4.215 0.275 -4.026
H -0.371 -1.714 1.297
H -0.013 4.537 1.202
N -3.731 1.518 -0.025
C 4.614 3.290 -1.608
H 0.647 0.632 4.285
H -4.564 -3.111 1.827
H 0.157 -6.009 -1.114
C -4.900 1.059 -1.766
N -1.910 3.764 0.768
C -5.797 -3.239 -1.479
H 0.291 -4.848 2.464
H 1.051 3.445 -0.806
C 1.115 -3.716 0.047
C -0.586 0.819 -3.058
C -6.091 2.780 2.096
C -5.324 0.230 -2.932
H -5.422 -0.802 -2.581
C 2.846 0.849 2.573
H 4.039 0.123 3.944
H -0.914 -5.933 1.782
N 0.585 -1.472 0.971
C -1.333 -1.256 -2.111
H 2.688 -1.062 5.287
N 2.449 2.686 0.694
H -0.765 5.117 -0.309
H 5.741 -1.747 -3.961
C 0.009 -5.400 1.571
C -4.416 3.799 0.477
C 8.385 -1.463 -3.152
H -6.725 -3.435 0.384
C -0.179 -4.473 0.373
H 0.948 -0.648 1.550
H 6.275 -0.054 -0.050
H -3.910 -3.259 0.176
C 6.166 -1.100 -1.950
H 1.456 -3.030 2.081
H 8.128 -0.603 -1.216
H -5.189 4.737 2.229
N 4.798 -1.312 1.276
N 3.783 -1.905 1.776
H -1.284 2.981 2.573
C -1.837 0.994 -3.628
C 6.027 2.817 0.944
C 1.491 1.850 1.072
C 3.396 -1.628 -0.377
C -2.565 -1.084 -2.708
C 1.503 -2.641 1.062
H -6.854 2.951 1.336
H 1.933 -4.437 -0.012
H -5.071 4.502 -0.052
C 4.728 0.919 -1.257
C -0.939 1.502 1.026
C -0.611 4.249 0.332
C 6.535 2.436 -0.472
O -6.362 0.614 1.203
H 5.187 4.935 -0.275
H -3.326 -1.835 -2.570
H 1.027 -3.245 -0.934
H 3.015 -1.607 -1.371
H -7.154 -1.957 -0.534
H 0.473 -0.591 5.563
H 5.135 3.854 -2.386
C -1.422 -1.199 3.972
N 1.647 0.852 1.965
C -5.263 2.326 -1.361
C 2.231 -0.863 4.317
N 4.663 3.278 0.827
H -0.558 2.785 -1.244
C 0.085 3.119 -0.425
C -4.277 -2.547 0.925
O 0.862 -0.503 -1.638
H -1.520 -3.267 3.401
H -6.966 0.032 -4.123
C -2.079 -2.348 3.205
C 4.450 4.131 -0.319
O -2.902 5.365 -0.445
H 0.564 -1.147 -0.015
H 6.221 -2.147 -1.627
O -5.392 -1.839 0.426
N 3.067 0.122 3.676
*
```

Values from the calculation:
LUMO level = -1.18 eV
Gap between HOMO and LUMO = 9.3 eV

---

2 | The following is a quantum chemistry calculation of an isolated ion of composition C48H73N16O8 and charge +1, from the OMol25 dataset.

```
! wB97M-V def2-TZVPD RIJCOSX def2/J DEFGRID3
* xyz 1 1
C -3.120 4.045 -0.988
O -3.903 4.237 -0.080
N 3.412 -0.735 -2.070
H 1.499 -0.346 -4.395
C 1.621 0.173 -3.442
C -2.402 -5.483 -1.878
H 0.698 -2.409 1.316
N 2.798 2.335 1.195
C 3.486 -0.573 -0.721
C 0.276 1.944 -0.125
H -4.841 -0.423 -4.835
H 1.159 1.156 -3.503
N 2.207 2.403 2.328
N -0.271 -0.722 2.033
C -3.456 1.169 -0.751
H -2.528 -5.820 0.649
C 2.965 0.347 2.100
C 4.452 3.015 4.405
C 2.895 -2.021 -2.514
H -1.199 -4.823 -3.543
H -4.010 1.609 0.050
H 8.006 0.343 1.366
H 0.337 4.517 1.581
H 3.303 -2.802 -1.874
H -2.190 5.269 0.925
H -1.076 -6.731 0.152
H -2.245 -6.552 -2.076
O -1.423 -3.827 1.724
C 7.417 -0.539 1.133
N -0.111 1.286 0.969
O -4.936 0.551 -4.853
C -5.464 2.540 -3.714
H -6.395 -0.437 2.045
C 3.859 1.933 5.039
O 3.276 -1.512 0.027
H -0.138 0.978 5.165
H -4.233 -2.967 0.372
H -2.818 -0.998 0.962
H 3.231 -0.683 2.183
N 0.725 1.357 -1.245
H -4.442 -2.313 -1.264
C -1.339 5.049 0.281
C -6.789 -2.106 -0.024
C 4.649 0.830 5.347
C -0.010 -0.032 0.905
H -0.814 5.979 0.055
H 1.181 3.469 -1.941
H 1.019 -2.430 -1.483
C 0.523 4.039 -1.289
H -5.322 -1.803 2.333
C -5.543 -1.267 0.249
H 5.747 2.830 -0.499
C 2.377 1.910 5.290
N 3.267 1.103 1.026
H 3.335 1.277 -2.657
C -5.468 -0.908 1.731
H 3.856 3.878 4.148
H -4.915 2.923 -4.574
H -1.810 -2.980 0.236
H 1.962 2.907 5.130
H -0.406 -3.702 3.504
N -1.846 4.482 -0.958
H 5.659 0.195 2.117
O -1.466 -5.011 -0.931
H 1.970 -0.095 4.575
H -2.922 -5.107 -3.928
H -5.617 -0.353 -0.345
H 3.742 1.593 -0.861
N 0.254 1.019 4.229
H 1.010 4.974 -1.009
H -1.659 -2.774 -4.747
H -0.783 5.155 -2.639
O -5.444 0.346 -2.693
C -5.280 1.038 -3.665
C 5.511 0.741 0.034
H 0.892 -2.505 -3.258
H -6.754 -3.041 0.533
H -6.528 2.714 -3.890
C 5.796 2.999 4.079
H 3.762 0.122 -3.926
H -5.562 2.793 -1.573
H 4.210 -0.018 5.851
H 7.069 2.170 0.459
H 6.604 -0.055 5.255
H 0.285 -4.667 0.886
N 0.273 3.280 -0.094
C 3.124 0.288 -3.053
H 5.524 2.543 1.228
H 8.183 2.654 3.675
H -0.962 3.305 1.548
C 3.972 0.770 -0.180
H -1.650 -2.474 3.188
H -0.290 -0.113 2.866
N -3.129 1.848 -1.869
C -3.538 3.190 -2.202
H -3.424 -5.342 -1.497
H 2.156 1.591 6.311
H -2.073 -2.623 -1.400
C 5.989 0.800 5.021
N -2.292 -0.076 -2.140
C -2.486 -2.502 -4.078
H 7.641 -1.294 1.881
C -5.053 3.247 -2.424
C -0.828 -3.038 2.742
N -1.889 -2.218 -0.463
N -2.426 1.080 -2.683
N 0.929 -0.595 -2.433
C -2.977 -1.297 -0.079
H -6.869 -2.334 -1.083
H -5.732 -2.674 -5.846
H -5.350 4.295 -2.472
H -3.026 3.479 -3.123
C 0.252 -2.056 2.248
C 1.712 0.933 4.290
H 3.231 -2.180 -3.540
C -2.229 -4.707 -3.178
C 5.992 2.161 0.323
N 0.263 -0.716 -0.223
O -2.498 -3.345 -2.929
C -2.917 -0.084 -0.943
H -2.323 -1.489 -3.685
C -4.308 -2.047 -0.214
C 1.350 -1.980 -2.416
H 5.948 0.399 -0.911
H 0.000 1.913 3.817
C -0.675 -4.963 1.324
C 6.573 1.887 4.378
H 1.043 -2.006 3.002
C -1.494 -5.725 0.288
H -1.061 3.395 -2.574
C -0.402 4.021 0.946
H 7.725 -0.917 0.160
C -3.743 -2.552 -4.805
H -0.488 -5.609 2.190
H 6.245 3.854 3.590
C -0.832 4.279 -1.980
C -4.813 -2.613 -5.341
H -4.656 -0.214 1.937
H -7.682 -1.565 0.275
O 7.892 1.816 4.054
C 2.273 1.198 2.932
H 5.377 -1.166 1.023
C 0.650 0.037 -1.262
C 5.924 -0.229 1.146
H -0.952 -1.696 -0.473
*
```

Values from the calculation:
LUMO level = -1.34 eV
Gap between HOMO and LUMO = 8.6 eV

---

Stability, lowest: 1

---

1 | The following is a quantum chemistry calculation of a 2-piece molecular cluster, C3H3IN2O overall, from the OMol25 dataset.

```
! wB97M-V def2-TZVPD RIJCOSX def2/J DEFGRID3
* xyz 0 1
N 0.878 0.814 0.048
H 1.903 -2.033 -0.230
O -1.050 2.418 0.440
I -3.757 1.385 0.883
C 0.803 -0.398 0.269
C 0.866 -1.645 -0.493
H 0.997 -1.468 -1.598
C -1.625 1.398 0.620
H 0.130 -2.465 -0.199
N 0.856 1.993 0.261
*
```

Values from the calculation:
LUMO level (spin up / spin down) = -1.07 / -1.76 eV
Gap between HOMO and LUMO (spin up / spin down) = 7.4 / 6.9 eV

---

2 | The following is a quantum chemistry calculation of an isolated molecule of C3H3IN2O, from the OMol25 dataset.

```
! wB97M-V def2-TZVPD RIJCOSX def2/J DEFGRID3
* xyz 0 1
C 0.189 0.040 0.224
O 1.794 1.905 -0.216
H 0.147 -0.494 1.272
I 4.502 0.132 0.054
N 2.660 -0.478 -0.436
H -0.758 0.784 0.278
C 2.178 -1.644 -0.157
N 1.675 -2.643 0.111
H 0.159 -0.747 -0.584
C 1.438 0.814 -0.043
*
```

Values from the calculation:
LUMO level = -0.53 eV
Gap between HOMO and LUMO = 8.7 eV

---

Stability, lowest: 1

---

1 | The following is a quantum chemistry calculation of C4H3FO3 as an isolated structure, from the OMol25 dataset.

```
! wB97M-V def2-TZVPD RIJCOSX def2/J DEFGRID3
* xyz 0 1
O -0.050 0.487 -1.774
C -1.156 0.297 -1.009
O 1.093 -0.593 1.416
C 0.602 -0.188 0.212
H 1.969 0.593 -1.409
H 2.105 -0.523 1.466
F -2.305 0.464 -1.626
C -0.823 -0.106 0.201
C 1.070 0.265 -0.932
O -1.582 -0.579 1.253
H -0.924 -0.117 2.203
*
```

Values from the calculation:
LUMO level = 0.16 eV
Gap between HOMO and LUMO = 8.8 eV

---

2 | The following is a quantum chemistry calculation of an isolated molecule of C4H3FO3, from the OMol25 dataset.

```
! wB97M-V def2-TZVPD RIJCOSX def2/J DEFGRID3
* xyz 0 1
O -1.133 0.823 2.568
O 1.817 0.242 -0.687
H 0.436 1.393 -1.264
C 0.505 0.596 -0.495
C -1.342 -0.503 0.618
F -0.868 -1.296 -1.604
O 0.290 1.077 0.847
H -2.114 -1.159 0.968
C -0.748 -0.545 -0.537
C -0.803 0.557 1.437
H 1.931 -0.593 -0.356
*
```

Values from the calculation:
LUMO level = 0.28 eV
Gap between HOMO and LUMO = 11.2 eV

---

Stability, lowest: 1

---

1 | The following is a quantum chemistry calculation of a 7-piece molecular cluster, C16H47NO6 overall, from the OMol25 dataset.

```
! wB97M-V def2-TZVPD RIJCOSX def2/J DEFGRID3
* xyz 0 1
N -0.731 0.571 0.177
H -3.878 -0.079 3.846
C 1.612 3.032 3.798
C 1.516 -2.269 0.996
H -1.842 -2.845 -0.190
H 3.383 1.657 -1.587
H 4.048 2.268 -5.416
H 2.638 3.224 4.111
H -0.065 -4.306 -0.932
H 3.461 -1.558 0.295
C -3.394 -0.736 2.019
H -0.721 -4.589 -2.527
O -0.502 2.335 -1.974
H 3.469 -2.473 1.843
C 3.213 1.655 -5.078
O -3.199 -0.221 0.701
H 2.426 1.945 -5.775
H -0.094 -0.198 0.024
C 3.768 1.524 -2.598
O 1.010 -1.446 -0.045
H 4.677 2.119 -2.684
C -2.014 -3.370 -1.130
H 1.540 3.342 0.923
H -0.409 -2.376 1.992
C 1.415 1.969 2.654
H 1.202 3.967 3.415
H -0.207 -2.980 -2.243
H -2.315 -1.423 -1.945
H -1.146 4.205 -2.675
H 2.021 1.682 0.570
H -0.397 2.436 3.008
H -0.607 1.158 -0.636
H -5.337 -1.416 1.432
H -0.436 1.075 1.000
C -3.859 0.375 2.855
H 3.077 2.621 1.547
H 1.084 2.808 4.725
H 0.953 1.757 -2.939
H 0.891 -2.888 3.033
O 0.035 1.761 2.478
C 2.917 -1.774 1.215
H -4.069 -2.753 1.363
H -4.750 -2.106 2.915
H -0.368 4.243 -1.025
H -3.779 -2.293 -1.596
H 1.957 1.080 2.978
H 0.645 -1.165 2.643
H -2.478 -1.141 2.448
C -4.463 -1.882 1.888
H 3.435 0.596 -5.204
H -3.148 1.200 2.819
H 4.011 0.474 -2.762
C 2.020 2.456 1.338
O 1.588 1.202 -3.396
C -0.445 3.735 -1.986
H -2.783 -2.701 -3.023
H -2.361 -5.187 -0.522
C 2.759 1.937 -3.653
H 0.499 4.032 -2.443
H -1.677 0.218 0.208
H 1.604 -3.310 0.685
C 0.633 -2.180 2.245
H -3.970 0.315 0.499
H -4.824 0.808 2.588
O -2.842 -4.507 -1.000
H 2.488 2.974 -3.455
H 1.616 -1.547 -0.783
C -2.763 -2.416 -1.971
C -0.637 -3.844 -1.736
H 2.900 -0.776 1.653
*
```

Values from the calculation:
LUMO level = 0.28 eV
Gap between HOMO and LUMO = 6.7 eV

---

2 | The following is a quantum chemistry calculation of C16H47NO6 as an isolated structure, from the OMol25 dataset.

```
! wB97M-V def2-TZVPD RIJCOSX def2/J DEFGRID3
* xyz 0 1
H -3.588 -2.252 2.464
H 2.144 -3.261 -1.683
O -0.790 1.250 1.139
H -2.826 -1.484 0.054
C 1.906 -1.258 -2.467
H -1.062 -1.456 -0.241
H -0.787 2.371 -0.489
H 0.113 -0.156 -2.716
C -1.849 -1.284 0.494
C 2.494 -2.692 -2.545
C -3.161 1.096 -0.208
H -2.830 -0.744 3.018
H 1.763 -3.487 0.373
H -2.441 -2.301 3.807
H 1.742 -1.361 -0.501
H 0.296 -1.485 -3.853
H -0.456 0.103 -0.648
H 1.170 0.576 -0.261
C 1.727 1.452 -2.498
H -0.073 0.747 0.749
H 1.559 2.276 -3.193
H 1.649 3.274 0.487
H -1.729 -0.210 0.634
C 1.708 -2.494 0.818
H 0.334 -1.821 1.571
H -1.520 -3.149 1.544
O 2.232 0.810 -0.256
C 2.234 1.889 -1.112
H 3.040 0.328 -0.450
H 1.280 0.236 3.592
O 2.140 -0.769 -1.144
H -1.822 -0.900 -1.629
H 3.272 2.207 -1.214
H 3.567 -2.641 -2.361
O -1.366 -0.177 -1.191
H 1.478 1.667 2.574
C 1.027 0.676 2.627
H 0.754 0.965 -2.560
H -0.727 2.872 3.175
N 0.298 0.153 0.022
C -1.617 -2.089 1.778
H 1.550 -2.648 1.885
H 2.459 -0.626 -3.163
H 2.282 -3.223 -3.473
C -1.254 2.162 -1.451
H 0.337 2.382 -0.333
H -0.165 -1.849 -2.230
C -2.673 -1.811 2.861
H -1.411 1.977 1.220
H -1.056 -0.123 2.656
H 2.482 0.812 -2.956
C 0.464 -1.182 -2.820
H -2.771 0.859 -2.284
C -1.072 1.862 3.400
C -2.164 0.984 -1.387
O 0.694 -1.706 0.212
H -0.472 1.970 -2.186
H -3.836 0.243 -0.271
O -0.324 -1.750 2.267
H 2.666 -1.983 0.723
H 1.418 -0.057 1.921
H 0.574 -0.770 0.325
C -0.484 0.785 2.467
H -3.680 2.055 -0.236
H -2.160 1.807 3.384
H 1.189 3.733 -1.192
H -1.859 3.036 -1.691
C 1.275 2.918 -0.473
H -0.708 1.721 4.418
H -2.585 0.943 0.705
*
```

Values from the calculation:
LUMO level = 0.62 eV
Gap between HOMO and LUMO = 7.2 eV

---

Stability, lowest: 2